one.
C19H22N2O6S | the ωB97M-V functional and the def2-TZVPD basis

Values from the calculation:
M = 406.46 Da
Total charge = 0
SMILES = COC(=O)c1ccccc1NC(=O)CN(C)S(=O)(=O)c1ccc(OC)c(C)c1
HOMO energy = -0.313 Eh

Geometry (Å):
S  0.010  2.773  -0.020
O  -3.444  -0.310  0.665
O  -2.449  0.475  2.511
O  1.238  -2.319  -2.731
O  -1.146  2.496  0.796
O  -0.104  3.827  -0.985
O  2.526  0.393  1.794
N  1.351  3.102  0.950
N  0.252  0.306  1.987
C  -0.055  -0.970  1.527
C  -0.301  -0.738  -1.953
C  -0.765  -3.470  0.506
C  2.067  -0.280  -1.699
C  -4.440  0.693  0.823
C  -0.570  0.451  -1.305
C  0.458  1.264  -0.859
C  1.787  4.481  0.981
C  2.554  -2.804  -2.863
C  0.921  -1.924  1.250
C  -1.404  -1.283  1.281
C  1.456  0.927  1.990
C  -2.463  -0.285  1.570
C  -1.397  -1.617  -2.466
C  -1.742  -2.529  0.768
C  1.043  -1.118  -2.130
C  1.341  2.431  2.238
C  0.564  -3.161  0.748
C  1.774  0.921  -1.074
H  1.263  5.062  1.747
H  1.954  -1.681  1.431
H  -2.347  -1.338  -2.020
H  -3.965  1.677  0.858
H  3.049  -2.889  -1.891
H  2.458  -3.793  -3.308
H  2.225  2.756  2.792
H  -1.588  0.762  -1.132
H  1.573  4.908  0.005
H  -1.471  -1.523  -3.549
H  2.564  1.571  -0.736
H  3.100  -0.552  -1.840
H  -2.782  -2.754  0.587
H  -5.098  0.608  -0.037
H  0.434  2.673  2.807
H  2.861  4.514  1.170
H  -4.995  0.534  1.750
H  -1.037  -4.440  0.117
H  -1.177  -2.657  -2.239
H  3.153  -2.169  -3.523
H  1.332  -3.893  0.547
H  -0.566  0.888  2.161

Atomic partial charges in e from the Löwdin method, atoms 1 to 5: 0.71, -0.04, 0.11, -0.08, -0.28

two.
C19H22N2O6S | the ωB97M-V functional and the def2-TZVPD basis

Values from the calculation:
M = 406.46 Da
Total charge = 0
SMILES = COc1ccc(NS(=O)(=O)c2cc3c(cc2C)N(C(C)=O)CCO3)cc1OC
HOMO energy = -0.284 Eh

Geometry (Å):
S  1.985  -2.505  0.196
O  1.620  4.001  -0.465
O  1.033  2.083  -2.116
O  2.449  -2.713  -1.143
O  -1.569  0.239  2.455
O  -3.667  0.261  -1.892
O  2.119  -3.584  1.128
N  -3.467  -0.043  0.343
N  2.858  -1.242  0.867
C  -1.842  -1.491  -0.782
C  -3.864  0.266  1.702
C  -0.068  -1.135  1.284
C  2.901  1.109  1.447
C  -2.203  -0.667  0.278
C  1.663  1.703  -0.976
C  1.971  5.079  0.363
C  2.596  0.092  0.560
C  -0.601  -2.112  -0.855
C  -1.304  -0.507  1.343
C  0.290  -1.896  0.191
C  -2.723  1.040  2.365
C  -4.133  0.382  -0.782
C  -5.497  0.998  -0.560
C  1.993  0.398  -0.660
C  0.594  1.080  -3.003
C  2.606  2.427  1.120
C  1.979  2.742  -0.070
C  -0.287  -3.005  -2.010
H  0.610  -0.999  2.109
H  0.093  1.609  -3.812
H  -0.277  -4.043  -1.679
H  3.373  0.885  2.391
H  -4.028  -0.668  2.251
H  3.182  -1.431  1.802
H  -2.507  1.944  1.779
H  -5.413  1.964  -0.066
H  -2.544  -1.638  -1.585
H  3.055  5.142  0.508
H  -2.976  1.324  3.389
H  1.431  0.504  -3.408
H  -0.116  0.401  -2.520
H  2.862  3.201  1.826
H  1.479  5.017  1.341
H  -1.032  -2.892  -2.793
H  0.701  -2.792  -2.408
H  1.804  -0.404  -1.350
H  -6.138  0.343  0.024
H  -5.944  1.153  -1.539
H  1.626  5.972  -0.156
H  -4.774  0.858  1.724

Atomic partial charges in e from the Löwdin method, atoms 1 to 5: 0.68, -0.07, -0.05, -0.28, -0.01

one is the most stable structure; the next one sits 122.7 kJ/mol above it.

one.
C2H10O2S2 | the ωB97M-V functional and the def2-TZVPD basis

Values from the calculation:
M = 130.23 Da
Total charge = 0
SMILES = CSSC.O.O
HOMO energy = -0.279 Eh

Geometry (Å):
S  0.351  0.223  -1.275
S  -0.215  -0.200  0.636
O  -1.970  -3.339  -2.333
O  1.830  2.440  3.139
C  -1.968  0.116  0.579
C  2.176  0.550  -1.055
H  -2.062  1.187  0.765
H  2.702  2.412  3.549
H  2.345  -0.212  -0.298
H  1.295  1.759  3.544
H  -1.496  -2.786  -2.973
H  -2.577  -0.263  -0.231
H  -2.763  -3.546  -2.835
H  2.296  1.542  -0.632
H  2.527  0.360  -2.067
H  -2.472  -0.243  1.487

Atomic partial charges in e from the Löwdin method, atoms 1 to 5: 0.38, 0.41, -0.07, -0.06, -0.51

two.
C2H10O2S2 | the ωB97M-V functional and the def2-TZVPD basis

Values from the calculation:
M = 130.23 Da
Total charge = 0
SMILES = CCSS.O.O
HOMO energy = -0.334 Eh

Geometry (Å):
S  -0.756  -0.560  -1.417
S  0.781  -1.420  -2.506
O  -0.145  2.720  2.891
O  3.672  2.941  -1.309
C  -2.398  -1.465  0.533
C  -1.268  -1.955  -0.368
H  3.319  2.049  -1.255
H  0.103  2.785  1.962
H  0.391  1.978  3.205
H  4.629  2.838  -1.333
H  -2.083  -0.580  1.083
H  -1.616  -2.738  -1.040
H  -2.657  -2.234  1.257
H  -3.299  -1.268  -0.033
H  -0.438  -2.331  0.212
H  1.766  -0.760  -1.883

Atomic partial charges in e from the Löwdin method, atoms 1 to 5: 0.40, 0.31, -0.07, -0.06, -0.18

two is the most stable structure; the next one sits 66.5 kJ/mol above it.

one.
C4H10ClNO | the ωB97M-V functional and the def2-TZVPD basis

Values from the calculation:
M = 123.58 Da
Total charge = 0
SMILES = CC(C)N(Cl)CO
HOMO energy = -0.341 Eh

Geometry (Å):
Cl  1.833  -0.640  1.327
O  2.852  -0.786  -1.693
N  0.936  -0.681  -0.267
C  -0.478  -0.167  0.002
C  -0.448  1.282  0.683
C  1.720  -0.120  -1.282
C  -1.243  -1.359  0.580
H  0.387  1.895  0.216
H  2.922  -1.452  -1.057
H  -0.215  1.197  1.833
H  -0.805  -2.419  0.273
H  -1.419  -1.342  1.688
H  -1.511  1.649  0.440
H  2.052  0.879  -0.987
H  -0.810  -0.027  -1.087
H  1.036  -0.079  -2.206
H  -2.319  -1.392  0.197

Atomic partial charges in e from the Löwdin method, atoms 1 to 5: 0.60, -0.01, -0.44, -0.47, -0.09

two.
C4H10ClNO | the ωB97M-V functional and the def2-TZVPD basis

Values from the calculation:
M = 123.58 Da
Total charge = 0
HOMO energy (spin up / spin down) = -0.274 / -0.274 Eh

Geometry (Å):
Cl  1.769  1.411  -0.057
O  1.029  -1.476  -0.564
N  -0.778  0.836  -0.186
C  2.096  -1.720  0.218
C  -1.973  0.493  -0.912
C  -0.846  0.815  1.258
C  0.399  0.760  -0.796
H  -2.271  -0.538  -0.713
H  -1.886  0.892  1.567
H  2.530  -2.695  -0.061
H  1.851  -1.759  1.300
H  -0.421  -0.114  1.640
H  -2.775  1.169  -0.610
H  -1.802  0.604  -1.979
H  2.910  -0.978  0.088
H  -0.284  1.655  1.670
H  0.449  0.645  -1.864

Atomic partial charges in e from the Löwdin method, atoms 1 to 5: 0.78, -0.33, -0.27, -0.39, -0.04

one is the most stable structure; the next one sits 63.7 kJ/mol above it.

one.
C42H40AsCl3GeN3OS4SiW | the ωB97M-V functional and the def2-TZVPD basis

Values from the calculation:
⟨S²⟩ = 0.7710
M = 1196.89 Da
Total charge = 0
2S+1 = 2
HOMO energy (spin up / spin down) = -0.254 / -0.290 Eh

Geometry (Å):
W  0.162  0.293  -0.582
As  -2.453  0.273  -0.924
Ge  2.163  1.457  -2.030
Cl  3.558  3.082  -2.557
Cl  2.326  1.724  0.267
Cl  3.580  -0.193  -2.479
S  -2.795  0.633  1.883
S  -0.900  -2.170  -0.558
S  -0.574  2.505  -1.682
S  -1.400  2.925  3.019
Si  -0.763  -4.717  -2.546
O  1.577  -0.937  -0.580
N  0.163  -0.072  1.323
N  -0.304  1.306  1.111
N  -0.039  -0.593  -2.489
C  -3.164  2.119  -0.902
C  2.874  -2.073  2.659
C  2.093  -1.347  1.741
C  3.112  -2.654  -0.046
C  -2.520  0.980  -3.878
C  -1.735  5.365  1.721
C  1.190  -0.315  2.150
C  -0.266  -2.961  -3.091
C  1.371  0.439  3.433
C  0.029  6.265  0.351
C  -4.761  3.884  -0.545
C  -0.331  -1.914  -2.189
C  2.236  -1.650  0.353
C  -2.682  -0.010  -2.915
C  -6.476  -1.041  -1.344
C  -2.620  -4.803  -2.100
C  -0.437  7.549  0.576
C  -0.540  -5.838  -4.072
C  -3.827  4.816  -0.976
C  -2.909  -0.620  -5.627
C  -0.611  5.181  0.926
C  -2.980  -1.309  -3.332
C  -2.498  4.211  2.294
C  0.126  -2.652  -4.394
C  -5.276  -0.366  -1.469
C  -4.430  2.538  -0.500
C  -2.210  3.076  -1.259
C  -4.190  -0.701  -0.652
C  0.364  -1.322  -4.753
C  -2.547  4.422  -1.322
C  3.719  -3.072  2.242
C  -5.528  -2.410  0.386
C  -1.430  1.687  1.755
C  0.266  -0.337  -3.809
C  -1.539  7.744  1.393
C  -6.601  -2.067  -0.419
C  -2.180  6.659  1.963
C  -3.083  -1.614  -4.677
C  0.368  -5.397  -1.171
C  -4.325  -1.730  0.271
C  3.837  -3.370  0.887
C  -2.641  0.675  -5.225
H  0.490  -5.886  -4.409
H  -2.300  2.002  -3.594
H  -5.746  4.204  -0.241
H  3.205  -2.846  -1.104
H  -5.128  1.793  -0.131
H  -0.229  4.183  0.755
H  0.383  0.713  -4.072
H  -3.235  -4.469  -2.931
H  1.387  -5.519  -1.530
H  -5.627  -3.202  1.112
H  4.298  -3.629  2.963
H  0.064  8.396  0.127
H  -7.534  -2.603  -0.330
H  0.892  6.106  -0.280
H  0.848  1.394  3.377
H  0.616  -1.051  -5.764
H  -3.153  4.542  3.099
H  -3.478  -1.994  0.898
H  4.501  -4.152  0.556
H  -2.520  1.458  -5.957
H  -5.153  0.431  -2.200
H  2.428  0.617  3.632
H  -3.045  6.815  2.594
H  -2.910  -5.826  -1.877
H  0.395  -4.747  -0.303
H  -0.844  -6.849  -3.824
H  -4.095  5.859  -1.028
H  -7.314  -0.765  -1.965
H  2.770  -1.843  3.709
H  -1.901  8.743  1.590
H  -2.863  -4.198  -1.233
H  0.196  -3.433  -5.128
H  -3.302  -2.627  -4.980
H  0.949  -0.133  4.264
H  0.023  -6.371  -0.838
H  -1.153  -5.517  -4.908
H  -3.143  -2.080  -2.584
H  -1.801  5.136  -1.632
H  -3.094  3.706  1.533
H  -2.980  -0.857  -6.676

Atomic partial charges in e from the Löwdin method, atoms 1 to 5: 1.04, 1.11, -0.11, 0.01, 0.24

two.
C42H40AsCl3GeN3OS4SiW | the ωB97M-V functional and the def2-TZVPD basis

Values from the calculation:
⟨S²⟩ = 0.7609
M = 1196.89 Da
Total charge = 0
2S+1 = 2
HOMO energy (spin up / spin down) = -0.235 / -0.235 Eh

Geometry (Å):
W  -0.746  -0.182  -0.454
As  0.712  1.683  1.090
Ge  -1.069  2.296  -1.838
Cl  -2.707  0.993  0.196
Cl  -0.199  4.273  -1.919
Cl  -2.852  2.741  -2.949
S  3.299  0.105  0.267
S  -1.228  0.355  -5.265
S  -2.023  -2.193  -0.197
S  -2.024  -0.574  -2.583
Si  -4.299  -4.435  1.236
O  0.571  -1.075  0.535
N  0.635  -0.738  -2.049
N  -1.586  -1.347  2.266
N  0.493  -0.119  -3.309
C  1.023  1.965  -5.600
C  3.230  -0.728  4.217
C  2.467  -4.663  -0.013
C  2.945  3.149  -4.752
C  1.722  -2.544  -0.897
C  1.399  0.746  3.776
C  -3.292  -3.137  3.485
C  -6.040  -4.121  1.855
C  2.499  3.053  -0.786
C  1.924  -4.342  1.227
C  -4.326  -4.416  -0.631
C  -2.739  4.298  3.039
C  -0.632  2.780  1.997
C  2.147  0.014  4.682
C  -1.716  -1.374  3.592
C  1.720  0.728  2.425
C  0.375  0.681  -6.046
C  -1.532  2.224  2.900
C  3.233  5.013  1.040
C  3.790  5.003  -0.228
C  -2.296  -2.220  1.546
C  1.285  -3.130  1.419
C  -2.550  -2.254  4.253
C  2.279  4.355  -4.899
C  2.301  4.044  1.391
C  -0.814  4.106  1.606
C  0.980  4.368  -5.388
C  0.358  3.181  -5.740
C  2.383  -3.763  -1.060
C  2.616  -1.678  -3.105
C  -0.740  -0.127  -3.671
C  3.578  -0.716  2.880
C  1.619  -1.591  -1.992
C  3.420  4.021  -1.141
C  -3.705  -6.112  1.821
C  2.316  1.959  -5.091
C  1.164  -2.262  0.346
C  2.847  0.029  1.934
C  1.924  3.072  0.477
C  -3.196  -3.151  2.097
C  -1.865  4.856  2.119
C  -2.567  2.977  3.430
H  4.433  -1.279  2.528
H  -0.658  3.196  -6.118
H  -1.994  5.882  1.798
H  4.522  5.751  -0.504
H  2.268  -2.371  -3.876
H  1.030  -0.174  -5.882
H  -2.610  -2.251  5.332
H  1.904  0.033  5.737
H  3.527  5.763  1.761
H  -3.959  -3.833  3.984
H  -3.357  -4.664  -1.064
H  -5.048  -5.168  -0.962
H  3.822  -1.310  4.914
H  2.250  2.259  -1.481
H  -3.699  -6.185  2.910
H  2.836  1.017  -4.970
H  0.129  0.725  -7.109
H  0.574  1.355  4.128
H  -6.377  -3.122  1.570
H  3.960  3.130  -4.378
H  -1.090  -0.684  4.145
H  0.882  -2.830  2.377
H  2.766  5.282  -4.624
H  -6.113  -4.200  2.941
H  -4.636  -3.450  -1.031
H  -4.351  -6.904  1.435
H  2.012  -5.036  2.053
H  2.744  -0.704  -3.565
H  2.968  -5.610  -0.158
H  -3.255  2.522  4.130
H  1.877  4.046  2.389
H  2.825  -4.016  -2.013
H  -3.554  4.884  3.443
H  3.565  -2.030  -2.710
H  0.449  5.305  -5.495
H  -0.139  4.567  0.899
H  -6.732  -4.846  1.421
H  -1.462  1.179  3.158
H  -2.689  -6.305  1.469
H  3.870  3.999  -2.124

Atomic partial charges in e from the Löwdin method, atoms 1 to 5: 0.84, 1.25, 0.15, 0.07, 0.20

two is the most stable structure; the next one sits 150.5 kJ/mol above it.

one.
C4H8O | the ωB97M-V functional and the def2-TZVPD basis

Values from the calculation:
⟨S²⟩ = 0.7540
M = 72.11 Da
Total charge = +1
2S+1 = 2
HOMO energy (spin up / spin down) = -0.554 / -0.575 Eh

Geometry (Å):
O  0.889  1.148  0.909
C  0.405  0.910  -1.471
C  0.198  0.456  -0.041
C  -1.277  -1.478  0.580
C  0.001  -1.037  0.137
H  0.706  -1.783  -0.225
H  -0.548  0.950  0.752
H  1.436  0.883  -1.837
H  -1.361  -2.559  0.639
H  -0.194  0.379  -2.205
H  -2.228  -1.030  0.309
H  -0.775  -1.052  1.551
H  0.214  1.983  -1.452

Atomic partial charges in e from the Löwdin method, atoms 1 to 5: 0.07, 0.01, -0.46, 0.05, 0.14

two.
C4H8O | the ωB97M-V functional and the def2-TZVPD basis

Values from the calculation:
⟨S²⟩ = 0.7537
M = 72.11 Da
Total charge = +1
2S+1 = 2
HOMO energy (spin up / spin down) = -0.570 / -0.572 Eh

Geometry (Å):
O  -1.611  -1.353  -1.874
C  0.214  0.698  0.639
C  1.565  0.938  1.118
C  -1.433  -0.666  -0.673
C  -0.077  -0.211  -0.382
H  1.654  0.536  2.144
H  -2.207  0.104  -0.674
H  -0.552  1.177  1.243
H  2.320  0.460  0.491
H  -0.811  -1.788  -2.218
H  0.698  -0.480  -1.095
H  1.861  1.989  1.129
H  -1.621  -1.405  0.152

Atomic partial charges in e from the Löwdin method, atoms 1 to 5: 0.01, 0.02, -0.04, -0.22, 0.09

two is the most stable structure; the next one sits 286.2 kJ/mol above it.

one.
C4H11ClNOP | the ωB97M-V functional and the def2-TZVPD basis

Values from the calculation:
M = 155.57 Da
Total charge = 0
SMILES = CN(C)P(O)Cl.C=C
HOMO energy = -0.336 Eh

Geometry (Å):
Cl  -2.452  1.583  -0.187
P  -1.021  0.016  0.000
O  -0.362  -0.026  -1.487
N  -1.807  -1.528  -0.079
C  -2.010  -2.351  1.085
C  0.288  2.875  0.838
C  -2.906  -1.733  -1.019
C  0.032  3.517  -0.302
H  -2.575  -1.381  -1.950
H  -3.672  -1.096  -0.528
H  0.418  3.183  -1.228
H  -1.998  -3.401  0.737
H  -0.790  4.100  -0.563
H  -3.304  -2.709  -0.915
H  0.984  1.982  0.856
H  -0.098  0.656  -1.883
H  -3.051  -2.220  1.581
H  -0.351  3.201  1.647
H  -1.148  -2.330  1.788

Atomic partial charges in e from the Löwdin method, atoms 1 to 5: 0.18, 0.60, -0.23, -0.47, -0.18

two.
C4H11ClNOP | the ωB97M-V functional and the def2-TZVPD basis

Values from the calculation:
M = 155.57 Da
Total charge = 0
SMILES = CCCN[P@](C)(=O)Cl
HOMO energy = -0.332 Eh

Geometry (Å):
Cl  -2.186  0.604  2.916
P  -2.139  1.233  1.008
O  -1.561  2.517  0.803
N  -0.788  -0.106  -0.008
C  2.831  -0.381  -0.288
C  1.417  -0.770  -0.481
C  0.536  0.286  0.238
C  -3.797  0.751  0.387
H  -4.562  0.796  1.085
H  1.258  -0.729  -1.514
H  -1.190  -0.946  0.346
H  0.618  1.395  -0.198
H  1.354  -1.894  -0.093
H  3.474  -0.809  -1.163
H  0.848  0.221  1.230
H  -4.158  1.463  -0.498
H  3.169  -0.706  0.804
H  -3.804  -0.301  -0.065
H  2.995  0.780  -0.338

Atomic partial charges in e from the Löwdin method, atoms 1 to 5: 0.34, 0.30, -0.36, -0.11, -0.19

two is the most stable structure; the next one sits 57.4 kJ/mol above it.